Entry 1:
Computed, not measured: a structure of composition C2H4Br2ClNi in a non-equilibrium geometry, with ωB97M-V with the def2-TZVPD basis set.

## Properties
spin multiplicity = 3
total charge = +1
HOMO-LUMO gap (alpha / beta) = 5.591 / 3.826 eV
relative energy (zero: lowest compared OMol25 entry of this formula, charge and spin) = 0.0 kcal/mol
largest force on an atom = 2.03 eV/A
⟨S²⟩ = 2.01
highest occupied orbital energy (alpha / beta) = -13.190 / -13.181 eV
E_LUMO (alpha / beta) = -7.5986 / -9.3557 eV

Structure (XYZ):
```
10
Properties=species:S:1:pos:R:3:lowdin_charge:R:1
Ni -1.4274 -1.4344 -3.3969 0.7947
Cl -1.6202 -2.0208 -1.2936 0.2006
Br 1.8943 0.1174 -1.1526 0.6117
C 0.5646 0.9037 0.0628 -0.7121
C 0.1984 -0.0719 1.1463 -0.7158
Br -1.3055 0.7050 2.1175 0.6600
H -0.2816 1.2323 -0.5333 0.0375
H 1.0223 1.8100 0.4494 0.0623
H 1.0130 -0.1926 1.8537 0.0654
H -0.0579 -1.0487 0.7467 -0.0043
```

Entry 2:
Computed, not measured: a structure of composition C2H4Br2K in a non-equilibrium geometry, with ωB97M-V with the def2-TZVPD basis set.

## Properties
total charge = +1
HOMO-LUMO gap = 9.394 eV
relative energy (zero: lowest compared OMol25 entry of this formula, charge and spin) = 2.6 kcal/mol
largest force on an atom = 1.06 eV/A
highest occupied orbital energy = -13.564 eV
E_LUMO = -4.1699 eV

Structure (XYZ):
```
9
Properties=species:S:1:pos:R:3:lowdin_charge:R:1
Br -0.3496 -0.3616 -1.8904 0.6210
Br -0.3957 1.5180 1.1685 0.6210
C -0.0228 -1.0219 -0.1083 -0.6997
C 0.6938 -0.0193 0.7581 -0.6997
H -1.0015 -1.3172 0.3164 0.0709
H 0.5876 -1.9391 -0.2165 0.0789
H 0.9711 -0.4794 1.7260 0.0789
H 1.6222 0.3541 0.2847 0.0709
K -2.1051 3.2664 -2.0386 0.8579
```

Entry 3:
Computed, not measured: an isolated molecule of C2H4Br2N2O in a non-equilibrium geometry, with ωB97M-V with the def2-TZVPD basis set.

## Properties
total charge = 0
SMILES = NNC(=O)C(Br)Br
HOMO-LUMO gap = 10.391 eV
relative energy (zero: lowest compared OMol25 entry of this formula, charge and spin) = 15.0 kcal/mol
largest force on an atom = 4.24 eV/A
highest occupied orbital energy = -10.111 eV
E_LUMO = 0.2804 eV

Structure (XYZ):
```
11
Properties=species:S:1:pos:R:3:lowdin_charge:R:1
C -0.0346 0.4074 0.3286 -0.6587
C 1.4031 -0.2600 0.6878 -1.0555
N -1.8881 0.2519 -0.9658 0.0676
N -0.5514 -0.2146 -0.7261 -0.0466
O -0.5837 1.2215 1.0212 0.0697
Br 2.6647 0.9663 -0.1135 0.6616
Br 1.6223 -2.1545 0.3329 0.6437
H 1.6348 -0.1934 1.7883 0.0428
H -1.8674 1.0634 -0.4196 0.0354
H -2.3784 -0.4603 -0.4214 0.0956
H -0.0214 -0.6276 -1.5125 0.1444
```

Entry 4:
Computed, not measured: a structure of composition C2H4Br2S in a non-equilibrium geometry, with ωB97M-V with the def2-TZVPD basis set.

## Properties
total charge = 0
HOMO-LUMO gap (alpha / beta) = 5.535 / 5.536 eV
relative energy (zero: lowest compared OMol25 entry of this formula, charge and spin) = 41.0 kcal/mol
largest force on an atom = 5.93 eV/A
highest occupied orbital energy (alpha / beta) = -8.059 / -8.060 eV
E_LUMO (alpha / beta) = -2.5238 / -2.5233 eV

Structure (XYZ):
```
9
Properties=species:S:1:pos:R:3:lowdin_charge:R:1
C -0.8923 -1.0530 0.5047 -0.3258
C 0.3086 1.1215 -0.7769 -0.9077
S -0.9968 0.7440 0.2234 0.8859
Br 2.7001 -0.6004 0.6663 -0.3958
Br 0.4440 2.9451 -1.1849 0.7573
H -0.4919 -1.3780 -0.4479 0.0448
H -1.9054 -1.1943 0.8122 0.0238
H -0.1611 -1.1076 1.3688 0.0339
H 0.9948 0.5226 -1.1656 -0.1164
```

Entry 5:
Computed, not measured: a structure of composition C2H4Br2S2 in a non-equilibrium geometry, with ωB97M-V with the def2-TZVPD basis set.

## Properties
total charge = 0
HOMO-LUMO gap (alpha / beta) = 7.978 / 6.980 eV
relative energy (zero: lowest compared OMol25 entry of this formula, charge and spin) = 74.1 kcal/mol
largest force on an atom = 2.12 eV/A
highest occupied orbital energy (alpha / beta) = -8.489 / -7.680 eV
E_LUMO (alpha / beta) = -0.5107 / -0.6998 eV

Structure (XYZ):
```
10
Properties=species:S:1:pos:R:3:lowdin_charge:R:1
C 0.6778 0.3295 0.9618 -0.4767
C -0.7197 -1.7742 -0.3418 -1.1490
S 0.6055 2.6309 -1.3603 0.2680
S 1.5645 1.0054 -0.3285 0.3732
Br -0.6541 -1.0788 -2.1135 0.5817
Br -2.3878 -1.9944 0.4654 0.5917
H 1.2652 -0.0718 1.7831 0.0065
H -0.3847 0.2850 1.1755 -0.0075
H -0.2522 -2.7079 -0.0355 -0.0336
H 0.2855 3.3764 -0.2062 -0.1543
```

Entry 6:
Computed, not measured: a cluster of 2 separate species, C2H4Br3 in total, with ωB97M-V with the def2-TZVPD basis set.

## Properties
total charge = -1
HOMO-LUMO gap = 6.897 eV
relative energy (zero: lowest compared OMol25 entry of this formula, charge and spin) = 0.0 kcal/mol
largest force on an atom = 0.55 eV/A
highest occupied orbital energy = -4.005 eV
E_LUMO = 2.8917 eV

Structure (XYZ):
```
9
Properties=species:S:1:pos:R:3:lowdin_charge:R:1
Br 0.6106 3.3688 -0.9490 -0.7403
Br -1.1643 -0.2671 2.0578 0.5439
C -0.1188 0.2431 0.4956 -0.7555
C -0.0411 -0.8544 -0.5129 -0.6710
Br 0.9524 -2.4260 0.1415 0.5190
H 0.8488 0.5935 0.8359 0.0414
H -0.6158 1.1113 0.0614 -0.0374
H 0.5482 -0.5274 -1.3625 0.0549
H -1.0199 -1.2418 -0.7677 0.0450
```

Entry 7:
Computed, not measured: a structure of composition C2H4Br6Ca2O2 in a non-equilibrium geometry, with ωB97M-V with the def2-TZVPD basis set.

## Properties
total charge = +2
HOMO-LUMO gap = 3.909 eV
relative energy (zero: lowest compared OMol25 entry of this formula, charge and spin) = 285.3 kcal/mol
largest force on an atom = 1.91 eV/A
highest occupied orbital energy = -13.409 eV
E_LUMO = -9.4999 eV

Structure (XYZ):
```
16
Properties=species:S:1:pos:R:3:lowdin_charge:R:1
Ca 1.7269 3.4948 -0.0103 1.7159
Ca 0.4427 0.9795 5.3262 1.6721
O 1.5870 4.7950 3.8291 -0.5847
H 2.0107 5.5727 4.2418 -0.1094
O -0.0178 -0.0657 1.4856 -0.5865
H -0.4609 -0.9050 1.2537 -0.1128
C 4.8637 -1.1930 -3.8574 -1.5322
Br 2.9362 -1.0963 -3.4571 0.4915
Br 5.6219 0.6137 -4.0306 0.5142
Br 5.3032 -2.4155 -5.3803 0.5671
H 5.2684 -1.6562 -2.9575 -0.0348
C -5.7676 -1.5736 0.7618 -1.4643
Br -5.8370 -3.6099 0.7534 0.4906
Br -7.3516 -0.8205 1.7621 0.5060
Br -5.4433 -0.8293 -1.0518 0.5176
H -4.8826 -1.2906 1.3316 -0.0503
```

Entry 8:
Computed, not measured: a cluster of 2 separate species, C2H4BrINO3S in total in a non-equilibrium geometry, with ωB97M-V with the def2-TZVPD basis set.

## Properties
spin multiplicity = 3
total charge = -1
HOMO-LUMO gap (alpha / beta) = 4.652 / 6.222 eV
largest force on an atom = 4.61 eV/A
⟨S²⟩ = 2.02
highest occupied orbital energy (alpha / beta) = -3.087 / -5.278 eV
E_LUMO (alpha / beta) = 1.5647 / 0.9437 eV

Structure (XYZ):
```
13
Properties=species:S:1:pos:R:3:lowdin_charge:R:1
C 0.1178 0.6619 -0.4311 -0.1216
C -0.2626 -0.5521 0.1363 -0.3825
N 2.7738 0.4628 -0.9226 -0.9506
O -2.5224 -0.6012 -0.9335 -0.3748
O -2.3943 -1.3583 1.4684 -0.3761
O -2.3261 0.9676 0.9676 -0.3712
S -2.1353 -0.3641 0.4462 0.3941
Br 3.3879 1.7870 0.2015 0.4285
I 3.1455 -1.3863 -0.0208 0.6062
H -0.3417 0.9153 -1.4354 0.0824
H 0.6405 1.5210 -0.0200 0.0006
H 0.3126 -0.6909 0.9872 0.0299
H -0.3958 -1.3625 -0.4438 0.0351
```

Number 1: DFT total energy -195779.302 eV. Number 2: DFT total energy -158543.786 eV. Number 3: DFT total energy -147250.266 eV. Number 4: DFT total energy -153056.545 eV. Number 5: DFT total energy -163890.322 eV. Number 6: DFT total energy -212269.178 eV. Number 7: DFT total energy -463340.927 eV. Number 8: DFT total energy -98746.135 eV.